1.
ORCA calculation (ωB97M-V with the def2-TZVPD basis set) on a cluster of 2 separate species, C5H10N2 in total.

Each line ends with the Mulliken charge.
Geometry (Å):
C: 1.028 1.215 0.121  -1.25
C: 0.538 -1.186 -1.484  -1.08
C: 0.392 0.696 1.236  0.73
C: -1.281 -0.327 0.016  0.64
N: 0.986 0.615 2.471  -0.43
C: -2.327 -0.461 -0.763  -0.96
N: -0.760 -0.013 1.117  -0.46
H: 1.609 1.356 2.741  0.24
H: 0.434 0.199 3.204  0.26
H: 0.898 -0.184 -0.788  0.10
H: 1.984 1.707 0.244  0.36
H: 0.413 1.703 -0.623  0.34
H: 1.535 -1.578 -1.695  0.36
H: 0.163 -0.706 -2.384  0.33
H: -0.072 -2.044 -1.221  0.30
H: -3.213 0.132 -0.581  0.27
H: -2.326 -1.123 -1.612  0.26

Properties
Total charge: 0
Orbital gap (eV): 8.552
Maximum force (eV/A): 2.75
Spin multiplicity: 1
Lowest unoccupied orbital energy (eV): 0.560

---

2.
ORCA calculation (ωB97M-V with the def2-TZVPD basis set) on a structure of composition C12H34AlAsF6NO13P3.

Each line ends with the Mulliken charge.
Geometry (Å):
Al: 0.291 1.071 1.335  1.81
As: 2.221 -1.365 3.520  2.09
F: 2.568 0.124 2.592  -0.51
F: 3.694 -1.283 4.380  -0.45
F: 1.693 -2.793 4.303  -0.46
F: 0.732 -1.285 2.553  -0.55
F: 3.042 -2.285 2.304  -0.39
F: 1.411 -0.399 4.687  -0.49
C: 1.313 -1.641 -1.426  -0.18
O: 0.979 -1.012 -0.426  -0.51
N: 1.804 -2.885 -1.397  0.35
C: 2.188 -3.624 -2.571  -0.93
C: 1.955 -3.550 -0.137  -0.84
H: 1.229 -1.199 -2.423  0.48
H: 1.924 -3.123 -3.500  0.35
H: 1.717 -4.608 -2.605  0.36
H: 3.270 -3.791 -2.515  0.39
H: 1.158 -3.436 0.593  0.10
H: 2.024 -4.633 -0.272  0.41
H: 2.928 -3.333 0.330  0.37
C: -2.279 -3.566 -2.307  -0.80
O: -1.843 -2.377 -1.636  -0.29
P: -2.183 -2.106 -0.123  0.81
O: -1.471 -0.908 0.380  0.07
O: -3.734 -2.168 0.017  -0.29
C: -4.563 -1.201 -0.697  -0.55
O: -1.673 -3.436 0.548  -0.47
C: -1.716 -3.505 1.991  -0.52
H: -1.441 -4.200 -2.583  0.24
H: -2.807 -3.250 -3.207  0.30
H: -3.025 -4.163 -1.781  0.36
H: -3.960 -0.550 -1.333  0.24
H: -5.006 -0.524 0.028  0.16
H: -5.248 -1.796 -1.288  0.36
H: -0.848 -2.994 2.412  0.01
H: -1.694 -4.536 2.329  0.30
H: -2.578 -3.002 2.433  0.33
C: -2.997 5.115 0.610  -0.65
O: -3.905 4.081 1.057  -0.36
P: -3.523 2.551 0.982  0.70
O: -2.077 2.259 0.840  -0.03
O: -4.281 1.882 2.146  -0.37
C: -5.723 1.837 2.224  -0.70
O: -4.308 2.033 -0.297  -0.15
C: -4.137 2.646 -1.598  -0.68
H: -3.412 6.033 1.016  0.27
H: -3.050 5.238 -0.473  0.30
H: -1.971 4.902 0.895  0.27
H: -5.988 2.404 3.119  0.31
H: -6.002 0.833 2.543  0.28
H: -6.277 2.205 1.369  0.33
H: -5.112 3.043 -1.861  0.28
H: -3.728 1.894 -2.266  0.24
H: -3.425 3.469 -1.556  0.25
C: 5.168 0.162 0.786  -0.49
O: 5.066 1.593 0.560  -0.36
P: 3.915 2.226 -0.289  0.69
O: 2.565 2.063 0.296  -0.24
O: 4.342 3.723 -0.301  -0.39
C: 5.674 4.179 -0.570  -0.71
O: 4.150 1.669 -1.738  -0.22
C: 3.463 2.114 -2.897  -0.76
H: 6.205 -0.136 0.668  0.35
H: 4.614 -0.371 0.009  0.18
H: 4.763 -0.007 1.776  0.16
H: 6.426 3.395 -0.548  0.33
H: 5.961 4.852 0.241  0.28
H: 5.696 4.812 -1.453  0.30
H: 4.170 2.541 -3.608  0.31
H: 2.643 2.816 -2.743  0.37
H: 3.027 1.278 -3.450  0.23

Properties
Total charge: +2
Orbital gap (eV): 3.482
Maximum force (eV/A): 2.81
Spin multiplicity: 1
Lowest unoccupied orbital energy (eV): -12.128

---

3.
ORCA calculation (ωB97M-V with the def2-TZVPD basis set) on a structure of composition C37H31BaN12O3.

Each line ends with the Mulliken charge.
Geometry (Å):
Ba: 0.081 0.302 -0.280  2.14
O: 0.367 -2.056 3.651  -0.76
C: 0.223 -1.123 2.842  -0.29
N: -0.624 -1.041 1.833  -0.07
C: -1.512 -2.174 1.717  -0.96
C: -2.354 -2.211 0.463  0.47
C: -3.529 -2.963 0.466  -0.75
C: -4.282 -3.063 -0.686  -0.44
C: -3.862 -2.396 -1.829  -0.75
C: -2.703 -1.653 -1.751  -0.43
N: -1.954 -1.588 -0.648  0.22
C: 1.131 0.094 3.075  0.21
C: 1.691 0.233 4.343  -0.52
C: 2.493 1.325 4.610  -0.32
C: 2.743 2.247 3.603  -0.67
C: 2.173 2.022 2.364  -0.45
N: 1.384 0.979 2.108  0.24
H: -2.206 -2.206 2.566  0.35
H: -0.958 -3.124 1.778  0.41
H: -3.848 -3.450 1.378  0.44
H: -5.196 -3.642 -0.691  0.41
H: -4.435 -2.429 -2.745  0.41
H: -2.353 -1.083 -2.606  0.40
H: 1.474 -0.526 5.079  0.49
H: 2.923 1.461 5.595  0.41
H: 3.364 3.115 3.772  0.40
H: 2.349 2.711 1.544  0.42
C: 2.450 3.705 -5.496  -1.07
N: 1.844 2.687 -4.661  0.79
C: 1.575 2.720 -3.350  -0.33
N: 1.118 1.550 -2.953  0.19
C: 1.127 0.818 -4.097  -0.72
N: 1.565 1.465 -5.153  -0.89
C: 3.909 3.949 -5.174  0.88
C: 4.463 5.185 -5.482  -0.87
C: 5.805 5.435 -5.229  -0.67
C: 6.598 4.461 -4.655  -0.93
C: 6.046 3.220 -4.337  -0.02
C: 4.704 2.964 -4.605  -0.18
C: 6.901 2.225 -3.702  0.61
N: 8.136 2.360 -3.361  -0.45
N: 8.520 1.173 -2.781  -0.49
C: 7.485 0.406 -2.786  0.67
O: 6.400 1.017 -3.333  -0.26
C: 7.375 -0.947 -2.255  -0.04
C: 8.447 -1.486 -1.545  -0.99
C: 8.347 -2.760 -1.020  -0.68
C: 7.185 -3.503 -1.194  -0.73
C: 6.119 -2.976 -1.907  1.18
C: 4.848 -3.771 -2.097  -1.40
N: 3.729 -3.201 -1.366  0.98
C: 2.956 -2.165 -1.705  -0.45
N: 2.133 -1.873 -0.720  0.14
C: 2.452 -2.793 0.233  -0.75
N: 3.421 -3.608 -0.118  -0.96
C: 6.221 -1.697 -2.441  -0.04
H: 1.883 4.631 -5.393  0.48
H: 2.331 3.354 -6.520  0.29
H: 1.722 3.596 -2.739  0.42
H: 0.797 -0.207 -4.158  0.52
H: 3.842 5.959 -5.917  0.45
H: 6.227 6.401 -5.472  0.40
H: 7.640 4.645 -4.437  0.53
H: 4.284 1.996 -4.362  0.72
H: 9.342 -0.894 -1.409  0.52
H: 9.174 -3.179 -0.463  0.40
H: 7.106 -4.495 -0.768  0.40
H: 4.969 -4.791 -1.739  0.41
H: 4.571 -3.812 -3.151  0.35
H: 3.018 -1.670 -2.661  0.49
H: 1.956 -2.853 1.190  0.57
H: 5.401 -1.272 -3.006  0.50
O: -1.878 1.766 -0.197  -1.12
N: -3.132 1.506 0.231  0.60
C: -4.154 1.393 -0.694  -0.31
C: -5.387 0.954 -0.308  -0.65
C: -5.651 0.617 1.035  -0.44
C: -4.598 0.800 1.965  -0.72
C: -3.374 1.239 1.561  -0.32
H: -3.885 1.677 -1.700  0.40
H: -6.159 0.881 -1.063  0.37
H: -6.626 0.274 1.347  0.40
H: -4.742 0.601 3.019  0.38
H: -2.524 1.378 2.213  0.39

Properties
Total charge: 0
Orbital gap (alpha / beta) (eV): 2.965 / 6.251
Maximum force (eV/A): 0.65
<S²>: 0.77
Spin multiplicity: 2
Lowest unoccupied orbital energy (alpha / beta) (eV): -0.562 / -0.562

---

4.
ORCA calculation (ωB97M-V with the def2-TZVPD basis set) on a cluster of 7 separate species, C7H28O7 in total.

Each line ends with the Mulliken charge.
Geometry (Å):
C: 8.698 18.702 -9.505  -0.74
O: 8.567 17.730 -10.537  -0.37
H: 8.335 19.673 -9.851  0.33
H: 8.048 18.383 -8.693  0.24
H: 9.735 18.805 -9.187  0.25
H: 8.664 18.151 -11.406  0.37
C: 12.887 13.605 -14.712  -0.59
O: 13.070 14.052 -13.396  -0.41
H: 12.257 14.319 -15.240  0.23
H: 13.842 13.560 -15.259  0.26
H: 12.444 12.606 -14.771  0.26
H: 13.430 13.317 -12.887  0.24
C: 11.497 15.580 -11.172  0.13
O: 10.749 16.006 -10.053  -0.62
H: 12.214 16.344 -11.496  0.27
H: 12.014 14.659 -10.924  -0.38
H: 10.897 15.377 -12.068  0.33
H: 10.036 16.587 -10.353  0.30
C: 12.896 13.980 -7.982  -0.48
O: 13.001 15.362 -8.298  -0.50
H: 13.884 13.534 -8.046  0.23
H: 12.448 13.825 -6.996  0.28
H: 12.245 13.460 -8.700  0.16
H: 12.132 15.643 -8.608  0.31
C: 10.497 18.358 -13.637  -0.54
O: 9.402 18.889 -12.861  -0.54
H: 11.434 18.502 -13.086  0.26
H: 10.333 17.294 -13.750  0.18
H: 10.626 18.874 -14.586  0.33
H: 9.360 19.825 -13.069  0.26
C: 6.146 15.691 -10.407  -0.45
O: 7.319 15.073 -9.918  -0.54
H: 6.195 15.799 -11.495  0.20
H: 5.240 15.170 -10.112  0.28
H: 6.067 16.701 -9.982  0.15
H: 8.021 15.707 -10.110  0.31
C: 13.476 11.364 -11.173  -0.18
O: 14.264 11.607 -12.330  -0.55
H: 14.110 11.181 -10.296  0.26
H: 12.875 12.247 -10.977  -0.13
H: 12.848 10.477 -11.284  0.31
H: 14.636 10.766 -12.608  0.29

Properties
Total charge: 0
Orbital gap (eV): 10.083
Maximum force (eV/A): 0.96
Spin multiplicity: 1
Lowest unoccupied orbital energy (eV): 0.419